Computed, not measured: 2 unconnected molecules or ions with the total composition CH5PS, with ωB97M-V with the def2-TZVPD basis set.

Summary:
- Spin multiplicity: 1
- HOMO: -9.756 eV
- LUMO energy: 0.172 eV
- Frontier orbital gap: 9.927 eV

Each atom is followed by the atoms it is bonded to, with distances in Å.
Positions of all 8 atoms, in Å:
1 C 1.33 -1.44 0.15  P2 1.659, H5 1.094, H6 1.137
2 P 1.07 0.20 0.18  C1 1.659, H7 1.395
3 S -2.99 -0.85 -0.22  H4 1.382, H8 1.346
4 H -3.66 -1.50 -1.23  S3 1.382
5 H 2.21 -2.07 0.32  C1 1.094
6 H 0.38 -2.04 0.00  C1 1.137
7 H 2.40 0.62 0.12  P2 1.395
8 H -2.23 -0.31 -1.18  S3 1.346



Computed, not measured: 2 unconnected molecules or ions with the total composition CH5PS2, with ωB97M-V with the def2-TZVPD basis set.

Summary:
- Spin multiplicity: 1
- HOMO: -8.627 eV
- LUMO energy: -1.163 eV
- Frontier orbital gap: 7.464 eV

Each atom is followed by the atoms it is bonded to, with distances in Å.
Positions of all 9 atoms, in Å:
1 C 1.58 0.77 0.02  P2 1.923, H5 1.188, H6 1.094, H7 1.057
2 P 2.37 -0.87 0.65  C1 1.923, S3 1.938
3 S 1.37 -2.20 -0.34  P2 1.938
4 S -2.77 -2.28 -0.67  H8 1.393, H9 1.334
5 H 0.45 0.56 0.28  C1 1.188
6 H 1.94 1.69 0.50  C1 1.094
7 H 1.82 0.79 -1.01  C1 1.057
8 H -3.16 -2.36 -2.01  S4 1.393
9 H -3.23 -1.04 -0.53  S4 1.334



Computed, not measured: 2 unconnected molecules or ions with the total composition CH5S2, with ωB97M-V with the def2-TZVPD basis set.

Summary:
- Charge: -1
- Spin multiplicity: 1
- HOMO: -2.797 eV
- LUMO energy: 3.645 eV
- Frontier orbital gap: 6.442 eV

Each atom is followed by the atoms it is bonded to, with distances in Å.
Positions of all 8 atoms, in Å:
1 S 2.42 0.70 0.25  H2 1.340
2 H 3.56 0.19 0.74  S1 1.340
3 C -1.38 -0.22 0.14  S4 1.794, H5 1.088, H6 1.093, H7 1.092
4 S -0.66 0.34 -1.41  C3 1.794, H8 1.340
5 H -0.64 -0.76 0.72  C3 1.088
6 H -2.18 -0.93 -0.03  C3 1.093
7 H -1.74 0.63 0.74  C3 1.092
8 H 0.62 0.05 -1.16  S4 1.340



Computed, not measured: 2 unconnected molecules or ions with the total composition CH5S2, with ωB97M-V with the def2-TZVPD basis set.

Summary:
- Charge: -1
- Spin multiplicity: 1
- HOMO: -3.085 eV
- LUMO energy: 3.862 eV
- Frontier orbital gap: 6.947 eV

Each atom is followed by the atoms it is bonded to, with distances in Å.
Positions of all 8 atoms, in Å:
1 S 0.56 -1.77 -1.91  H2 1.342
2 H -0.78 -1.74 -1.94  S1 1.342
3 C -0.15 0.68 1.09  S4 1.805, H5 1.091, H6 1.092, H7 1.092
4 S 0.69 1.26 -0.40  C3 1.805, H8 1.485
5 H -0.06 -0.41 1.17  C3 1.091
6 H 0.33 1.11 1.97  C3 1.092
7 H -1.21 0.92 1.12  C3 1.092
8 H 0.62 -0.05 -1.10  S4 1.485



Respective energy above the lowest of the compared OMol25 structures with the same formula, charge and spin values: 35.6 36.2 3.2 0.5 kcal per mole.
Respective total energy values: -21240.279 -32076.486 -22789.471 -22789.587 eV.
Respective M values: 80.09 112.16 81.19 81.19 g/mol.